(1)
Here is a cluster of 18 separate species, C56H112O42S8 in total at a distorted geometry from the OMol25 dataset. Energies are from ωB97M-V with the def2-TZVPD basis set.

```
! wB97M-V def2-TZVPD RIJCOSX def2/J DEFGRID3
* xyz 0 1
C -1.766 -6.347 -4.889
C -0.730 -5.250 -5.266
C 0.592 -5.708 -4.634
O 0.467 -7.105 -4.646
C -0.871 -7.513 -4.476
H -2.377 -6.729 -5.707
H -2.464 -5.939 -4.157
H -1.046 -4.287 -4.864
H -0.648 -5.080 -6.339
H 0.834 -5.225 -3.687
H 1.417 -5.406 -5.278
H -1.058 -7.876 -3.465
H -1.059 -8.305 -5.201
C 0.290 0.856 1.321
C -0.568 0.591 0.069
C -0.263 -0.858 -0.293
O 0.939 -1.169 0.452
C 1.517 -0.011 1.125
H -0.288 0.674 2.227
H 0.558 1.912 1.349
H -0.420 1.286 -0.757
H -1.632 0.682 0.285
H -0.029 -0.904 -1.356
H -1.107 -1.531 -0.139
H 2.266 0.363 0.426
H 2.019 -0.199 2.074
C 2.198 3.571 -0.937
C 3.238 3.236 -2.074
C 2.302 3.002 -3.317
O 0.994 3.053 -2.746
C 0.939 3.949 -1.637
H 2.505 4.444 -0.361
H 1.945 2.734 -0.286
H 3.738 2.291 -1.861
H 4.091 3.884 -2.277
H 2.529 2.088 -3.865
H 2.360 3.820 -4.035
H 0.026 3.675 -1.109
H 0.689 4.979 -1.894
C -4.425 -0.642 -2.954
C -3.553 0.464 -3.595
C -2.346 -0.239 -4.057
O -2.167 -1.240 -3.019
C -3.370 -1.704 -2.480
H -5.114 -1.069 -3.683
H -5.032 -0.326 -2.105
H -3.411 1.202 -2.806
H -4.112 0.876 -4.435
H -1.462 0.376 -4.228
H -2.458 -0.765 -5.006
H -3.254 -1.616 -1.400
H -3.579 -2.698 -2.876
C 1.645 -2.098 -7.112
C 0.860 -1.183 -6.264
C 0.472 -0.174 -7.316
O 0.090 -0.974 -8.417
C 0.749 -2.265 -8.344
H 2.009 -3.043 -6.710
H 2.574 -1.544 -7.244
H 1.337 -0.798 -5.363
H -0.025 -1.702 -5.896
H 1.349 0.311 -7.745
H -0.250 0.597 -7.046
H 1.330 -2.333 -9.263
H 0.137 -3.160 -8.229
C -2.260 -5.374 -1.173
C -3.699 -5.091 -1.308
C -4.076 -4.127 -0.199
O -2.882 -3.786 0.402
C -1.834 -4.049 -0.551
H -1.901 -5.567 -2.184
H -2.159 -6.239 -0.516
H -4.340 -5.971 -1.252
H -3.932 -4.816 -2.337
H -4.848 -4.536 0.452
H -4.424 -3.274 -0.780
H -0.909 -4.260 -0.014
H -1.555 -3.252 -1.241
C 1.781 0.364 5.589
C 3.119 -0.355 5.408
C 2.940 -1.515 6.419
O 2.323 -0.832 7.506
C 1.401 0.121 7.058
H 1.011 -0.021 4.920
H 1.957 1.370 5.209
H 3.929 0.292 5.746
H 3.270 -0.767 4.410
H 3.955 -1.856 6.620
H 2.375 -2.369 6.045
H 1.608 1.025 7.630
H 0.406 -0.323 7.099
C -4.027 0.947 2.350
C -4.479 -0.352 3.018
C -4.646 -1.306 1.773
O -5.204 -0.466 0.823
C -4.677 0.831 0.971
H -2.951 1.122 2.365
H -4.520 1.738 2.916
H -5.418 -0.252 3.563
H -3.779 -0.720 3.768
H -5.234 -2.180 2.052
H -3.756 -1.741 1.318
H -5.461 1.576 0.829
H -3.922 0.856 0.185
C 6.421 0.288 -3.258
C 5.526 -0.554 -2.345
C 5.925 -2.028 -2.713
O 7.175 -1.939 -3.373
C 7.621 -0.573 -3.388
H 6.623 1.216 -2.722
H 6.017 0.472 -4.253
H 4.462 -0.421 -2.544
H 5.807 -0.319 -1.319
H 5.161 -2.685 -3.130
H 6.143 -2.638 -1.837
H 8.155 -0.423 -4.326
H 8.351 -0.410 -2.595
C -8.640 3.507 -1.431
C -7.595 2.864 -2.372
C -6.200 2.869 -1.639
O -6.432 3.234 -0.353
C -7.637 4.076 -0.455
H -9.262 2.788 -0.898
H -9.333 4.158 -1.964
H -7.705 3.595 -3.173
H -7.910 1.871 -2.690
H -5.509 3.561 -2.120
H -5.799 1.857 -1.593
H -7.339 5.109 -0.635
H -7.980 4.189 0.574
C -3.876 1.232 6.163
C -4.076 1.576 7.709
O -3.367 0.625 8.443
S -3.106 -0.766 7.515
O -4.308 -1.601 7.368
O -1.836 -1.371 7.882
O -2.978 0.135 6.153
H -3.352 1.983 5.570
H -4.739 0.934 5.568
H -5.149 1.618 7.894
H -3.738 2.577 7.977
C 7.842 -0.294 2.889
C 6.522 0.139 3.643
O 5.615 -1.036 3.449
S 6.235 -2.146 2.358
O 5.792 -1.696 1.029
O 5.982 -3.523 2.770
O 7.797 -1.669 2.719
H 8.707 0.135 3.394
H 7.874 0.222 1.930
H 6.079 1.052 3.246
H 6.634 0.224 4.724
C -0.678 4.623 -5.253
C -1.121 3.215 -5.012
O -2.261 2.989 -5.788
S -2.175 3.784 -7.187
O -3.484 4.328 -7.670
O -1.196 3.133 -8.104
O -1.331 4.994 -6.465
H 0.391 4.606 -5.468
H -0.899 5.305 -4.432
H -1.393 3.058 -3.968
H -0.294 2.540 -5.234
C 3.299 -3.384 0.178
C 1.862 -3.978 -0.283
O 2.118 -5.314 -0.644
S 3.662 -5.513 -1.239
O 3.860 -4.841 -2.536
O 4.077 -6.891 -1.019
O 4.270 -4.508 -0.023
H 3.282 -3.175 1.247
H 3.598 -2.528 -0.427
H 1.539 -3.491 -1.203
H 1.017 -3.752 0.367
C 8.909 2.905 1.051
C 8.394 2.155 -0.235
O 7.032 1.943 -0.078
S 6.405 3.297 0.625
O 5.391 2.947 1.643
O 6.007 4.252 -0.409
O 7.833 3.684 1.440
H 9.737 3.540 0.737
H 9.171 2.227 1.863
H 8.975 1.250 -0.414
H 8.600 2.831 -1.065
C -4.076 5.393 0.459
C -4.652 4.781 1.667
O -3.593 4.291 2.493
S -2.148 4.571 1.742
O -1.718 3.498 0.814
O -1.206 5.135 2.660
O -2.734 5.770 0.795
H -4.619 6.321 0.284
H -4.080 4.767 -0.433
H -5.351 3.950 1.572
H -5.122 5.488 2.351
C 1.272 5.395 6.004
C -0.115 6.076 6.321
O -0.899 5.130 7.019
S -0.166 3.633 7.038
O -1.024 2.595 6.486
O 0.570 3.482 8.337
O 0.845 4.132 5.810
H 2.018 5.389 6.798
H 1.829 5.694 5.115
H -0.605 6.425 5.412
H 0.022 7.021 6.847
C -1.511 -3.598 3.480
C -0.546 -2.866 4.439
O -0.197 -3.797 5.444
S -1.364 -4.907 5.685
O -2.468 -4.320 6.449
O -0.833 -6.166 6.129
O -1.628 -4.925 4.012
H -1.162 -3.519 2.450
H -2.504 -3.170 3.619
H -1.083 -2.051 4.925
H 0.351 -2.611 3.875
*
```

LUMO, eV: -0.20
Largest force on an atom, eV Å⁻¹: 5.1



(2)
Here is a cluster of 8 separate species, C56H120F6N6O6S2 in total at a distorted geometry from the OMol25 dataset. Energies are from ωB97M-V with the def2-TZVPD basis set.

```
! wB97M-V def2-TZVPD RIJCOSX def2/J DEFGRID3
* xyz 4 1
C -2.961 -0.490 6.152
C -4.197 -1.440 6.203
C -4.100 -2.738 5.442
N -5.125 -3.761 5.780
C -4.946 -5.010 4.903
C -6.040 -6.062 5.039
C -7.366 -5.565 4.713
C -7.593 -4.278 5.505
C -6.488 -3.210 5.435
C -4.970 -4.189 7.161
H -2.045 -0.888 6.509
H -3.208 0.386 6.731
H -2.673 -0.020 5.172
H -5.035 -0.889 5.773
H -4.327 -1.639 7.262
H -3.165 -3.336 5.587
H -4.161 -2.642 4.362
H -5.052 -4.660 3.864
H -3.926 -5.307 5.014
H -5.856 -6.953 4.430
H -6.069 -6.493 6.047
H -7.499 -5.417 3.635
H -8.173 -6.260 4.984
H -8.458 -3.694 5.246
H -7.731 -4.606 6.548
H -6.460 -2.747 4.445
H -6.611 -2.366 6.150
H -5.380 -3.471 7.844
H -3.913 -4.336 7.342
H -5.446 -5.140 7.241
C 5.351 1.779 0.360
C 6.485 0.897 0.883
C 7.816 1.613 0.592
N 9.027 0.984 1.238
C 9.199 -0.500 0.761
C 10.479 -1.195 1.384
C 11.712 -0.252 1.149
C 11.520 1.238 1.379
C 10.258 1.804 0.735
C 8.866 1.027 2.735
H 4.352 1.293 0.519
H 5.319 2.087 -0.696
H 5.286 2.782 0.805
H 6.463 -0.100 0.512
H 6.422 0.814 1.961
H 7.822 2.622 0.917
H 8.070 1.660 -0.461
H 9.336 -0.426 -0.314
H 8.274 -1.008 1.051
H 10.582 -2.143 0.910
H 10.338 -1.369 2.440
H 12.079 -0.424 0.143
H 12.503 -0.508 1.878
H 12.444 1.713 0.924
H 11.596 1.575 2.435
H 10.229 1.667 -0.389
H 10.076 2.853 1.046
H 9.864 0.939 3.059
H 8.218 0.252 3.086
H 8.497 2.039 2.897
C -3.918 0.107 -4.564
C -2.904 0.214 -5.703
C -1.947 -0.990 -5.582
N -0.835 -1.216 -6.571
C 0.083 0.021 -6.501
C 1.320 -0.189 -7.246
C 2.183 -1.395 -6.805
C 1.306 -2.605 -6.878
C 0.036 -2.366 -6.036
C -1.300 -1.456 -7.959
H -4.542 -0.835 -4.629
H -4.536 0.991 -4.589
H -3.388 0.044 -3.592
H -2.563 1.207 -5.701
H -3.503 0.125 -6.573
H -2.448 -1.956 -5.653
H -1.441 -0.942 -4.609
H 0.248 0.249 -5.435
H -0.467 0.826 -6.946
H 1.875 0.768 -7.280
H 1.125 -0.371 -8.309
H 2.417 -1.263 -5.773
H 3.054 -1.464 -7.424
H 1.760 -3.479 -6.436
H 1.116 -2.905 -7.894
H 0.271 -2.098 -5.001
H -0.577 -3.263 -5.963
H -1.778 -2.444 -7.956
H -0.536 -1.416 -8.728
H -2.026 -0.711 -8.252
C -4.567 1.292 1.513
C -3.183 1.788 1.988
C -3.337 2.721 3.226
N -2.046 3.488 3.480
C -1.018 2.487 3.890
C 0.308 3.187 4.395
C 0.089 4.184 5.544
C -1.083 5.169 5.197
C -2.289 4.396 4.731
C -1.688 4.341 2.318
H -4.426 0.690 0.628
H -5.323 2.072 1.305
H -5.118 0.594 2.199
H -2.556 2.154 1.149
H -2.594 0.886 2.316
H -3.528 2.158 4.141
H -4.208 3.389 3.109
H -1.484 1.850 4.617
H -0.693 1.950 3.003
H 0.880 2.356 4.864
H 0.944 3.577 3.572
H -0.284 3.676 6.438
H 1.012 4.618 5.839
H -1.358 5.758 6.096
H -0.697 5.880 4.462
H -2.534 3.658 5.527
H -3.146 5.054 4.534
H -2.577 4.938 2.080
H -1.511 3.683 1.488
H -0.826 4.916 2.606
C 3.859 -2.653 0.749
C 2.794 -3.724 0.583
C 2.431 -3.815 -0.912
N 1.208 -4.733 -1.259
C 1.171 -5.017 -2.733
C 0.087 -5.974 -3.301
C -1.270 -5.387 -2.921
C -1.314 -5.052 -1.395
C -0.207 -4.159 -0.883
C 1.396 -6.003 -0.435
H 3.695 -1.814 0.054
H 4.885 -3.123 0.629
H 3.900 -2.231 1.730
H 1.922 -3.376 1.198
H 3.209 -4.654 1.043
H 3.233 -4.097 -1.578
H 2.193 -2.830 -1.283
H 1.163 -3.995 -3.090
H 2.124 -5.342 -3.103
H 0.223 -5.968 -4.382
H 0.138 -6.988 -2.965
H -1.500 -4.477 -3.507
H -2.015 -6.202 -3.049
H -2.249 -4.729 -1.017
H -1.131 -6.076 -1.026
H -0.258 -3.252 -1.458
H -0.173 -4.019 0.224
H 2.337 -6.347 -0.737
H 0.582 -6.660 -0.698
H 1.273 -5.806 0.643
C -3.169 3.601 -2.059
C -2.539 4.370 -3.269
C -2.567 5.863 -2.838
N -1.975 6.852 -3.899
C -1.910 8.279 -3.282
C -0.896 8.385 -2.165
C 0.523 7.846 -2.525
C 0.447 6.525 -3.299
C -0.598 6.452 -4.407
C -2.931 6.940 -5.020
H -4.196 4.005 -1.836
H -2.538 3.700 -1.210
H -3.120 2.584 -2.286
H -3.177 4.214 -4.160
H -1.478 4.052 -3.451
H -2.141 6.022 -1.825
H -3.620 6.111 -2.722
H -2.910 8.497 -2.926
H -1.632 8.912 -4.092
H -1.315 7.836 -1.310
H -0.814 9.422 -1.851
H 1.150 7.729 -1.658
H 0.990 8.597 -3.199
H 0.296 5.753 -2.484
H 1.451 6.170 -3.704
H -0.673 5.475 -4.872
H -0.302 7.331 -5.024
H -2.511 7.552 -5.829
H -3.841 7.417 -4.676
H -3.256 5.962 -5.400
C -1.267 -6.114 2.827
F -0.239 -6.604 3.560
F -0.981 -6.445 1.525
F -2.359 -6.845 3.193
S -1.423 -4.239 3.021
O -1.410 -4.263 4.463
O -0.344 -3.675 2.287
O -2.753 -3.982 2.479
C -0.594 -0.318 -1.121
F 0.158 -0.785 -0.130
F -0.678 -1.216 -2.193
F -1.870 -0.388 -0.627
S 0.035 1.370 -1.772
O -0.658 1.668 -2.996
O -0.281 2.185 -0.616
O 1.455 1.108 -1.863
*
```

LUMO, eV: -6.21
Largest force on an atom, eV Å⁻¹: 4.1